Entry from OMol25: the molecule C3H3ClN2S (the ωB97M-V functional and the def2-TZVPD basis).

Electronic energy in Eh: -1083.9895
Relative energy (zero: lowest compared OMol25 entry of this formula, charge and spin) in kJ/mol: 44.7
Frontier orbital gap in eV: 9.383
Maximum force in eV Å⁻¹: 1.337
Charge: 0
HOMO energy in eV: -8.749
Structure (SMILES): Sc1[nH]ncc1Cl

Positions of all 10 atoms, in Å:
Cl (0.746, 2.346, 0.392)
S (-0.291, -0.468, 2.344)
N (-0.215, -0.919, -1.551)
N (-0.403, -1.262, -0.262)
C (-0.125, -0.271, 0.599)
C (0.270, 0.798, -0.175)
C (0.194, 0.335, -1.499)
H (-0.728, -2.205, -0.054)
H (0.098, 0.762, 2.639)
H (0.454, 0.884, -2.432)

Löwdin population analysis, charges in e, atoms 1 to 4:
1. Cl 0.6632
2. S 0.8109
3. N 0.0287
4. N -0.0483